1.
Computed, not measured: a molecular structure, C39H37BN9PtS, with the ωB97M-V functional and the def2-TZVPD basis.

```
88
Properties=species:S:1:pos:R:3:lowdin_charge:R:1
Pt 0.092 -0.177 0.271 1.186
C 4.055 -3.433 1.326 -0.011
C 3.528 -2.039 1.251 -0.266
C 4.097 -0.876 1.729 0.036
C 3.206 0.153 1.395 -0.232
N 2.170 -0.366 0.748 -0.016
N 2.353 -1.727 0.669 0.042
B 1.488 -2.643 -0.275 -0.489
N 0.004 -2.926 0.154 0.024
N -0.969 -1.956 0.114 -0.035
C -2.113 -2.502 0.503 -0.257
C -1.905 -3.853 0.782 0.029
C -0.559 -4.081 0.553 -0.305
C 0.209 -5.347 0.717 -0.007
C -3.334 -1.688 0.582 -0.181
C -4.123 -1.733 1.728 -0.021
C -5.246 -0.924 1.830 -0.073
C -5.587 -0.071 0.789 -0.084
C -4.807 -0.033 -0.361 -0.077
C -3.684 -0.839 -0.466 -0.051
N 1.383 -1.888 -1.617 0.046
N 0.699 -0.734 -1.539 -0.084
C 0.384 -0.327 -2.767 -0.205
C 0.915 -1.250 -3.674 0.058
C 1.532 -2.227 -2.909 -0.239
C 2.254 -3.460 -3.329 0.000
C -0.473 0.847 -2.980 -0.171
C -1.427 0.823 -3.995 -0.023
C -2.293 1.893 -4.165 -0.067
C -2.217 2.994 -3.323 -0.076
C -1.260 3.030 -2.318 -0.072
C -0.389 1.964 -2.152 -0.056
C 3.319 1.597 1.670 -0.180
C 2.404 2.511 1.157 -0.045
C 2.503 3.861 1.459 -0.070
C 3.527 4.318 2.275 -0.076
C 4.454 3.416 2.781 -0.068
C 4.348 2.068 2.482 -0.041
H 4.992 -3.438 1.880 0.089
H 3.348 -4.094 1.829 0.076
H 4.242 -3.843 0.334 0.085
H 5.046 -0.791 2.229 0.116
H 2.048 -3.685 -0.411 0.116
H -2.642 -4.578 1.083 0.125
H -0.463 -6.143 1.029 0.089
H 0.694 -5.648 -0.211 0.084
H 0.978 -5.230 1.482 0.078
H -3.837 -2.383 2.546 0.120
H -5.855 -0.961 2.723 0.108
H -6.469 0.552 0.866 0.106
H -5.080 0.618 -1.182 0.108
H -3.078 -0.818 -1.364 0.113
H 0.878 -1.201 -4.749 0.123
H 2.262 -3.531 -4.414 0.088
H 3.286 -3.451 -2.978 0.092
H 1.771 -4.352 -2.930 0.086
H -1.505 -0.043 -4.639 0.118
H -3.032 1.864 -4.954 0.110
H -2.894 3.827 -3.459 0.107
H -1.180 3.898 -1.676 0.107
H 0.390 2.011 -1.399 0.081
H 1.609 2.163 0.509 0.063
H 1.785 4.559 1.049 0.106
H 3.610 5.372 2.507 0.108
H 5.263 3.765 3.410 0.109
H 5.068 1.373 2.896 0.110
C 2.677 -2.666 4.970 -0.024
N 2.126 -1.395 4.543 -0.112
C 2.638 -0.143 4.845 -0.033
C 1.811 0.773 4.321 -0.043
N 0.801 0.068 3.659 -0.014
C 0.965 -1.283 3.857 -0.765
S -0.079 -2.495 3.424 0.725
C -0.428 0.648 3.275 -0.266
C -1.171 1.295 4.246 0.033
C -2.362 1.905 3.902 -0.013
C -2.779 1.846 2.583 -0.022
C -1.989 1.181 1.671 -0.108
N -0.823 0.591 1.993 -0.019
H 3.593 -2.475 5.524 0.096
H 2.894 -3.288 4.103 0.074
H 1.960 -3.188 5.601 0.090
H 3.564 -0.022 5.378 0.131
H 1.867 1.847 4.287 0.135
H -0.800 1.297 5.263 0.133
H -2.957 2.408 4.652 0.123
H -3.705 2.292 2.252 0.119
H -2.283 1.103 0.632 0.098
```

## Properties
Highest occupied orbital energy, eV: -10.041
ΔE to the lowest compared entry with this formula, charge and spin, kcal per mole: 0.0
Electronic energy, eV: -69211.503
Total charge: +1
Frontier orbital gap, eV: 7.379
LUMO level, Ha: -0.098

2.
Computed, not measured: a molecular structure, C26H26N4O4PtS2, with the ωB97M-V functional and the def2-TZVPD basis.

```
63
Properties=species:S:1:pos:R:3:lowdin_charge:R:1
Pt 0.665 -0.496 0.837 0.857
C -1.153 2.643 4.454 -0.027
N 0.071 2.907 3.715 -0.123
C 0.714 4.126 3.644 -0.028
C 1.791 3.959 2.865 -0.029
N 1.817 2.624 2.460 0.026
C 0.742 1.972 3.001 -0.651
S 0.328 0.332 3.066 0.662
C 2.783 2.145 1.513 -0.241
C 3.996 2.815 1.428 -0.008
C 4.886 2.431 0.442 -0.045
C 4.536 1.397 -0.408 -0.032
C 3.329 0.752 -0.208 -0.088
N 2.456 1.119 0.744 0.036
H -1.362 3.504 5.083 0.093
H -1.029 1.757 5.071 0.075
H -1.979 2.479 3.762 0.099
H 0.340 5.003 4.139 0.128
H 2.517 4.676 2.538 0.117
H 4.254 3.591 2.131 0.106
H 5.841 2.932 0.353 0.114
H 5.182 1.072 -1.210 0.115
H 3.021 -0.070 -0.843 0.084
C 0.321 -2.205 1.357 -0.186
C -0.786 -3.100 1.039 -0.344
C -1.543 -2.983 -0.135 -0.040
C -2.555 -3.888 -0.407 -0.072
C -2.844 -4.901 0.501 -0.086
C -2.104 -5.023 1.670 -0.087
C -1.067 -4.139 1.927 -0.058
H -1.305 -2.182 -0.817 0.071
H -3.135 -3.792 -1.316 0.106
H -3.644 -5.600 0.295 0.102
H -2.322 -5.819 2.369 0.101
H -0.459 -4.237 2.818 0.107
C -4.509 -2.099 2.475 -0.040
C -4.134 -1.228 1.308 -0.267
C -4.896 -1.242 0.137 -0.037
C -4.566 -0.436 -0.936 -0.044
C -3.457 0.399 -0.836 -0.293
C -2.686 0.431 0.314 -0.062
C -3.031 -0.389 1.380 -0.050
S -3.070 1.492 -2.155 0.632
O -1.872 2.204 -1.793 -0.297
O -4.228 2.253 -2.535 -0.295
N -2.815 0.434 -3.382 -0.140
C -1.724 -0.534 -3.217 -0.202
C -0.309 0.033 -3.316 -0.080
C 0.626 -0.474 -2.230 -0.623
O 1.812 -0.653 -2.470 0.020
O 0.014 -0.669 -1.108 -0.261
H -4.967 -3.030 2.141 0.076
H -5.229 -1.588 3.118 0.083
H -3.635 -2.344 3.077 0.076
H -5.760 -1.892 0.073 0.116
H -5.155 -0.439 -1.843 0.119
H -1.829 1.089 0.364 0.088
H -2.419 -0.383 2.274 0.080
H -2.782 0.961 -4.249 0.118
H -1.892 -1.312 -3.962 0.124
H -1.852 -0.985 -2.235 0.081
H -0.357 1.115 -3.178 0.109
H 0.158 -0.165 -4.280 0.117
```

## Properties
Highest occupied orbital energy (alpha / beta), eV: -6.588 / -6.587
ΔE to the lowest compared entry with this formula, charge and spin, kcal per mole: 30.9
Electronic energy, eV: -66449.026
Total charge: 0
Frontier orbital gap (alpha / beta), eV: 6.483 / 6.482
LUMO level (alpha / beta), Ha: -0.004 / -0.004

3.
Computed, not measured: C2H3BrO2 in the gas phase at a distorted geometry, with the ωB97M-V functional and the def2-TZVPD basis.

```
8
Properties=species:S:1:pos:R:3:lowdin_charge:R:1
C -0.847 1.495 -0.098 -0.214
C 0.130 0.173 -0.344 -0.636
O -0.548 2.676 -0.095 0.055
O 0.048 -0.621 0.696 -0.068
Br -0.544 -0.570 -2.230 0.463
H -1.887 1.259 -0.187 0.097
H 1.215 0.320 -0.674 0.105
H 0.714 -1.414 0.856 0.198
```

## Properties
Highest occupied orbital energy, eV: -10.253
ΔE to the lowest compared entry with this formula, charge and spin, kcal per mole: 43.5
Electronic energy, eV: -76258.392
Total charge: 0
Frontier orbital gap, eV: 10.189
LUMO level, Ha: -0.002